Entry 1:
Formula: C4H9N3
Source: OMol25
Level of theory: wB97M-V/def2-TZVPD

Properties
- total charge = 0
- gap between HOMO and LUMO (eV) = 10.34
- energy above the lowest of the compared OMol25 structures with the same formula, charge and spin (kJ/mol) = 173.4
- E (Ha) = -322.02433
- SMILES = CC(C)=NC#N.N

Each line ends with the Mulliken charge.
Element x y z (Å)
C (-0.4456, 1.1945, 1.0542)  -1.17
C (-0.7203, 0.9628, -0.4377)  0.89
C (0.1978, 1.7586, -1.2954)  -0.94
N (-1.6508, 0.2209, -0.9370)  -0.55
C (-2.4168, -0.6175, -0.2873)  0.36
N (-3.2073, -1.3251, 0.0993)  -0.45
H (0.2261, 0.3730, 1.4109)  0.30
H (-0.0885, 2.2309, 1.2508)  0.38
H (-1.3790, 0.9659, 1.7313)  0.33
H (-0.3960, 2.5090, -1.8637)  0.28
H (0.9301, 2.3040, -0.5946)  0.28
H (0.7488, 1.1012, -2.0024)  0.29
N (-0.0488, -2.9349, 0.1768)  -0.65
H (0.4099, -3.8255, 0.2688)  0.21
H (-0.5379, -3.0370, 1.0088)  0.21
H (-0.8153, -2.7648, -0.5513)  0.22


Entry 2:
Formula: C4H9N3
Source: OMol25
Level of theory: wB97M-V/def2-TZVPD

Properties
- total charge = 0
- gap between HOMO and LUMO (eV) = 9.06
- energy above the lowest of the compared OMol25 structures with the same formula, charge and spin (kJ/mol) = 45.2
- E (Ha) = -322.07314
- SMILES = [H]/N=C(N)/C(N)=C/C

Each line ends with the Mulliken charge.
Element x y z (Å)
H (-2.5695, -1.9414, -0.1354)  0.19
N (-1.5955, -1.6720, -0.0141)  -0.65
C (-1.3954, -0.4204, -0.0433)  0.09
N (-2.3711, 0.5472, -0.1434)  -0.46
C (-0.0188, 0.0959, 0.1055)  0.39
N (0.0778, 1.4384, 0.4983)  -0.59
C (1.0231, -0.6756, -0.2254)  -0.08
C (2.4614, -0.2773, -0.1404)  -1.27
H (-3.2875, 0.2459, -0.4369)  0.21
H (-2.0864, 1.4581, -0.4651)  0.26
H (-0.5715, 1.6855, 1.2334)  0.28
H (1.0227, 1.7069, 0.7351)  0.21
H (0.8004, -1.6613, -0.5976)  0.42
H (2.7679, 0.2643, -1.0374)  0.26
H (3.0890, -1.1603, -0.0526)  0.35
H (2.6535, 0.3662, 0.7192)  0.38


Entry 3:
Formula: C4H9N3
Source: OMol25
Level of theory: wB97M-V/def2-TZVPD

Properties
- total charge = 0
- gap between HOMO and LUMO (eV) = 9.62
- energy above the lowest of the compared OMol25 structures with the same formula, charge and spin (kJ/mol) = 201.8
- E (Ha) = -322.01348
- SMILES = [H]/N=C\N/N=C\CC

Each line ends with the Mulliken charge.
Element x y z (Å)
H (-3.0106, -0.3992, -0.8458)  0.21
N (-2.5220, 0.4706, -0.9880)  -0.69
C (-1.2489, 0.3485, -0.9821)  0.21
N (-0.5746, -0.8816, -0.8890)  -0.12
N (0.7958, -1.0227, -0.8542)  -0.64
C (1.4216, -0.5270, 0.1371)  -0.17
C (0.8433, -0.0463, 1.4208)  -0.23
C (1.2097, 1.3817, 1.6831)  -1.07
H (-0.6161, 1.2751, -1.0928)  0.35
H (-0.9497, -1.6378, -1.4274)  0.24
H (2.5123, -0.5610, 0.0211)  0.38
H (1.1319, -0.7183, 2.2301)  0.33
H (-0.2376, -0.1580, 1.4035)  0.27
H (1.0729, 1.9986, 0.8015)  0.30
H (2.2617, 1.5073, 1.9549)  0.33
H (0.5870, 1.7877, 2.5199)  0.28


Entry 4:
Formula: C4H9N3
Source: OMol25
Level of theory: wB97M-V/def2-TZVPD

Properties
- total charge = 0
- gap between HOMO and LUMO (eV) = 9.32
- energy above the lowest of the compared OMol25 structures with the same formula, charge and spin (kJ/mol) = 337.6
- E (Ha) = -321.96177

Each line ends with the Mulliken charge.
Element x y z (Å)
C (1.2669, -2.1367, -0.3456)  -1.10
C (-0.9487, 2.5900, -0.7711)  -0.93
N (-0.1844, 0.2576, -0.4783)  -0.31
C (-0.2220, 1.2203, 0.3842)  0.44
C (0.1625, -1.3310, 0.2740)  0.43
N (0.1461, 1.5573, 1.5233)  -0.61
N (-0.6066, -1.7229, 1.1973)  -0.54
H (-0.9693, 0.0603, -1.0837)  0.30
H (0.3834, 0.7607, 2.1217)  0.28
H (-0.5155, -2.7244, 1.4258)  0.26
H (1.2741, -1.9894, -1.4280)  0.29
H (1.1485, -3.2073, -0.1345)  0.38
H (2.2306, -1.8084, 0.0517)  0.25
H (-1.8671, 2.8397, -0.2450)  0.27
H (-0.1806, 3.3543, -0.6936)  0.29
H (-1.1177, 2.2799, -1.7981)  0.30


Entry 5:
Formula: C4H9N3
Source: OMol25
Level of theory: wB97M-V/def2-TZVPD

Properties
- total charge = 0
- gap between HOMO and LUMO (spin up / spin down) (eV) = 8.70 / 8.70
- energy above the lowest of the compared OMol25 structures with the same formula, charge and spin (kJ/mol) = 435.0
- E (Ha) = -321.92468

Each line ends with the Mulliken charge.
Element x y z (Å)
C (2.6216, 0.1044, 0.1364)  0.41
C (-2.0014, 0.1503, -0.2972)  -0.28
C (-0.3780, 1.5407, 0.7989)  -0.85
C (0.1267, -1.7417, -0.7338)  -1.01
N (3.1797, -0.7514, 0.6418)  -0.46
N (-0.7082, 0.3537, 0.0719)  0.55
N (0.3523, -0.3857, -0.1602)  -0.64
H (2.1521, 1.0265, -0.0431)  0.06
H (-2.1497, -0.7440, -0.8645)  0.21
H (-2.8124, 0.8514, -0.0801)  0.19
H (0.0633, 1.4593, 1.8523)  0.32
H (0.4227, 2.0975, 0.2169)  0.26
H (-1.2118, 2.3021, 0.8274)  0.25
H (-0.4101, -1.6873, -1.6486)  0.35
H (1.1370, -2.2085, -0.7883)  0.29
H (-0.3838, -2.3675, 0.0702)  0.35


Entry 6:
Formula: C4H9N3
Source: OMol25
Level of theory: wB97M-V/def2-TZVPD

Properties
- total charge = +2
- gap between HOMO and LUMO (spin up / spin down) (eV) = 8.60 / 8.60
- energy above the lowest of the compared OMol25 structures with the same formula, charge and spin (kJ/mol) = 304.2
- E (Ha) = -321.28457
- SMILES = C=NC(=[NH2+])[N+](=C)C

Each line ends with the Mulliken charge.
Element x y z (Å)
C (-0.4301, 2.5333, 1.1468)  -0.07
N (-0.8616, 1.3855, 1.0759)  -0.32
C (0.0695, -0.0561, 0.5586)  0.38
N (0.7038, -0.6196, 1.5120)  -0.17
N (-0.2163, -0.6026, -0.6780)  0.14
C (-1.3728, -0.5287, -1.2336)  0.01
C (0.9209, -1.2569, -1.3073)  -0.88
H (0.5436, 2.9405, 0.8915)  0.29
H (-1.1579, 3.2591, 1.5305)  0.30
H (0.8720, -0.1277, 2.3907)  0.32
H (1.0137, -1.5983, 1.5034)  0.29
H (-1.5310, -0.9653, -2.2171)  0.26
H (-2.2199, -0.0619, -0.7403)  0.33
H (1.8326, -0.6707, -1.1716)  0.38
H (0.7461, -1.3782, -2.3772)  0.34
H (1.0871, -2.2525, -0.8845)  0.39


Entry 7:
Formula: C4H9N3O
Source: OMol25
Level of theory: wB97M-V/def2-TZVPD

Properties
- total charge = 0
- gap between HOMO and LUMO (spin up / spin down) (eV) = 7.23 / 7.37
- energy above the lowest of the compared OMol25 structures with the same formula, charge and spin (kJ/mol) = 660.4
- E (Ha) = -397.09912

Each line ends with the Mulliken charge.
Element x y z (Å)
C (0.2307, -1.7250, -0.0944)  0.15
C (-0.9712, -1.0529, -0.4843)  -0.52
C (1.5940, -1.2577, -0.4634)  -1.20
O (-0.7731, -0.2451, 0.7288)  -0.46
H (0.1486, -2.7176, 0.3380)  0.39
H (-1.8888, -1.6333, -0.4156)  0.25
H (-0.9458, -0.3436, -1.3328)  0.41
H (2.0205, -1.9148, -1.2298)  0.37
H (1.5824, -0.2349, -0.8364)  0.31
H (2.2749, -1.2957, 0.3909)  0.29
C (0.0802, 2.2063, 0.7433)  0.00
N (-1.0911, 1.4687, 0.4565)  0.44
N (-1.7002, 1.6716, -0.6404)  -0.80
N (1.0923, 1.7768, 1.3595)  -0.62
H (-2.6357, 1.2563, -0.5636)  0.25
H (0.9602, 0.8059, 1.6477)  0.34
H (0.0221, 3.2352, 0.3960)  0.40


Entry 8:
Formula: C4H9N3O
Source: OMol25
Level of theory: wB97M-V/def2-TZVPD

Properties
- total charge = 0
- gap between HOMO and LUMO (spin up / spin down) (eV) = 7.57 / 8.13
- energy above the lowest of the compared OMol25 structures with the same formula, charge and spin (kJ/mol) = 677.8
- E (Ha) = -397.09250

Each line ends with the Mulliken charge.
Element x y z (Å)
C (-0.7042, 0.1279, -0.2014)  0.20
C (-1.5389, -2.0184, -0.7807)  -0.64
C (-1.1335, 0.0289, 1.2309)  -1.30
O (-0.4290, -1.3907, -0.9617)  -0.36
H (-1.3989, 0.5995, -0.8880)  0.36
H (-1.6020, -2.8197, -0.0452)  0.36
H (-2.3931, -1.8299, -1.4338)  0.36
H (-0.4175, -0.5597, 1.7975)  0.33
H (-1.1641, 1.0295, 1.6657)  0.38
H (-2.1164, -0.4359, 1.3048)  0.46
C (2.6742, 1.1366, 0.6146)  -0.32
N (0.6522, 0.8538, -0.3939)  0.88
N (1.4993, 0.6703, 0.6907)  -0.50
N (1.2036, 0.9336, -1.5443)  -0.99
H (0.4753, 1.0729, -2.2453)  0.23
H (3.0608, 1.6520, -0.2620)  0.30
H (3.3323, 0.9494, 1.4521)  0.26